This record from OMol25 describes a cluster of 2 separate species, C4H12NO in total. The level of theory is ωB97M-V/def2-TZVPD.

The geometry in XYZ format:
```
18
Properties=species:S:1:pos:R:3:forces:R:3:mulliken_charge:R:1
C -1.3574 1.5894 1.8550 -0.478 -0.679 -0.464 -1.04
C -1.5450 0.3649 0.9237 -0.606 0.214 -0.454 -0.37
C -0.4078 0.1109 -0.0244 -0.225 0.109 1.216 -0.30
C -0.4724 -0.4421 -1.2115 -0.200 0.384 -0.636 -0.26
N 0.7350 -0.7045 -2.0409 -0.265 -0.640 1.043 -0.16
H -2.1190 2.3158 1.5976 0.126 0.354 0.019 0.27
H -0.3734 2.0351 1.7552 0.093 0.095 0.148 0.39
H -1.5534 1.2830 2.8758 0.243 0.134 0.211 0.28
H -2.4741 0.4844 0.3668 -0.035 -0.021 -0.150 0.34
H -1.7209 -0.5369 1.5064 0.300 -0.172 0.130 0.31
H 0.5092 0.3961 0.4600 0.762 -0.144 -0.363 0.19
H -1.3858 -0.6527 -1.7469 -0.075 -0.133 0.116 0.36
H 1.0280 0.1075 -2.5733 0.106 0.068 -0.247 0.36
H 1.5044 -1.0389 -1.4203 0.093 0.495 0.039 0.27
H 0.5127 -1.4877 -2.6448 0.093 0.040 -0.522 0.41
H 2.9077 -0.8562 0.7350 -0.538 0.180 -0.115 0.31
H 3.5172 -1.7303 -0.2828 -0.281 -0.114 -0.394 0.29
O 2.6953 -1.2377 -0.1307 0.886 -0.171 0.425 -0.65
```
Positions in Å, forces in eV/Å.

Relative energy (zero: lowest compared OMol25 entry of this formula, charge and spin) (kJ/mol): 105.3
Net charge: +1
Multiplicity: 1